{
  "formula": "C30H48LuN7O2STe2",
  "method": "ωB97M-V with the def2-TZVPD basis set",
  "e_lumo_ha": [0.0570, 0.0568],
  "charge": -1,
  "gap_ev": [3.56, 3.56],
  "multiplicity": 2,
  "homo_ev": [-2.01, -2.01],
  "e_above_lowest_kj_mol": 475.6,
  "symbols": ["Lu", "N", "C", "C", "N", "C", "C", "N", "H", "H", "H", "H", "H", "H", "H", "H", "H", "H", "H", "H", "H", "Te", "C", "C", "S", "O", "C", "C", "H", "H", "H", "H", "H", "H", "H", "H", "H", "H", "C", "C", "O", "N", "Te", "C", "C", "C", "C", "C", "C", "C", "C", "C", "C", "C", "C", "C", "C", "C", "C", "C", "C", "H", "H", "H", "H", "H", "H", "H", "H", "H", "H", "H", "H", "H", "H", "H", "H", "H", "H", "H", "H", "H", "H", "H", "H", "H", "N", "C", "N", "C", "N"],
  "positions_angstrom": [[0.03387, -3.27408, -0.35632], [-0.86270, -3.09882, 1.89403], [-1.49233, -4.30684, 2.56391], [-0.89282, -5.70591, 2.14876], [-0.59131, -5.67263, 0.70731], [-1.41675, -6.41249, -0.26011], [-2.20128, -5.54517, -1.31621], [-1.28029, -4.46642, -1.77900], [-1.54902, -2.33614, 2.04132], [-0.03613, -2.79278, 2.44309], [-1.43358, -4.20609, 3.68476], [-2.59892, -4.32662, 2.28088], [0.01007, -5.85675, 2.77609], [-1.68748, -6.46213, 2.45557], [0.38024, -5.94834, 0.51481], [-0.80449, -7.16305, -0.76908], [-2.20160, -7.05044, 0.23373], [-2.53619, -6.23236, -2.13562], [-3.07395, -5.07821, -0.83275], [-0.46405, -5.03091, -2.19260], [-1.82195, -3.87278, -2.40524], [1.34725, -6.29392, -1.82221], [5.70121, -3.68696, 2.05039], [4.52546, -3.58018, 1.03210], [2.89265, -3.19388, 1.83752], [1.97868, -3.43075, 0.58876], [3.13637, -1.28860, 2.12445], [2.91645, -0.52810, 0.83830], [6.53450, -4.30498, 1.67159], [5.40662, -4.17564, 2.97557], [6.06146, -2.71542, 2.39430], [4.35122, -4.53680, 0.61341], [4.67823, -2.84723, 0.22878], [4.11606, -1.28815, 2.48470], [2.44326, -0.93878, 2.90019], [3.79448, -0.00569, 0.41970], [2.12980, 0.19401, 1.00631], [2.50967, -1.07036, 0.00949], [-1.58841, -0.56459, -2.92090], [-1.37577, -0.43401, -1.40539], [-1.08016, -1.50672, -0.70432], [-1.45072, 0.72823, -0.85090], [-1.36113, 2.44001, -1.88113], [-2.84232, 3.50869, -0.58744], [-3.94127, 2.88487, 0.04984], [-4.41857, 1.45188, -0.20798], [-4.68538, 3.68050, 0.90833], [-4.67466, 5.06308, 0.92440], [-5.82882, 5.84319, 1.54686], [-3.55986, 5.63958, 0.33879], [-2.66755, 4.87607, -0.45409], [-1.42571, 5.59864, -1.00960], [0.47298, 2.97535, -0.89860], [1.58656, 3.36355, -1.65525], [1.67905, 3.19129, -3.16583], [2.75645, 3.92059, -1.08712], [2.91739, 3.99259, 0.34322], [4.12713, 4.61014, 0.96497], [1.84017, 3.55233, 1.03745], [0.66505, 2.94900, 0.52389], [-0.34140, 2.47119, 1.51762], [-1.46183, -1.62404, -3.15551], [-0.93961, -0.00950, -3.57352], [-2.58363, -0.22274, -3.11693], [-5.32428, 1.23808, 0.35238], [-3.62874, 0.79557, 0.32368], [-4.50239, 1.15794, -1.20934], [-5.42771, 3.18468, 1.53344], [-6.31484, 6.43473, 0.76630], [-5.44337, 6.56852, 2.28190], [-6.48480, 5.13325, 2.04006], [-3.25823, 6.69510, 0.49841], [-1.54490, 6.58269, -0.63022], [-1.30700, 5.59364, -2.08912], [-0.47717, 5.17365, -0.66625], [1.17020, 4.03982, -3.63815], [1.27709, 2.18711, -3.53534], [2.70629, 3.15791, -3.40588], [3.48410, 4.36373, -1.74984], [3.87277, 5.58145, 1.52043], [4.90407, 4.84472, 0.25178], [4.52058, 3.99869, 1.81951], [1.92150, 3.69524, 2.13402], [0.11455, 2.20384, 2.47658], [-0.88531, 1.59774, 1.20765], [-1.09317, 3.26061, 1.74546], [1.55026, -2.55610, -1.93457], [2.17651, -2.29118, -2.90756], [2.85581, -1.97368, -3.93374], [3.42566, -0.79113, -3.87406], [3.89182, 0.27464, -3.90901]],
  "atomic_forces_ev_per_a": [[0.659, -1.411, -1.224], [-0.483, 0.047, 1.427], [-0.923, -0.488, 0.372], [-0.970, 1.066, 0.064], [-0.405, 0.340, 0.503], [-2.127, -1.016, 0.280], [1.001, -0.256, 1.030], [-1.802, -0.605, -0.156], [0.663, -0.401, -0.457], [-0.636, -0.401, -0.317], [-0.162, -0.027, -0.967], [1.464, 0.289, 0.259], [-0.265, -0.207, -0.659], [1.095, 0.652, -0.471], [0.257, -0.270, -0.350], [0.135, 0.555, -0.035], [0.432, 0.694, 0.206], [0.297, 0.645, 0.523], [0.121, -0.160, -0.216], [0.028, 0.455, -0.449], [0.432, -0.087, -0.378], [1.257, 0.196, -0.083], [-0.345, 0.160, -0.042], [0.538, 0.971, 1.490], [0.033, 0.362, -1.856], [1.241, 0.870, 2.823], [-1.709, -1.488, -1.218], [0.217, 1.083, -0.269], [-0.392, 0.545, -0.158], [-0.388, -0.295, 0.022], [0.197, 0.043, -0.396], [-0.496, -0.936, -0.641], [-0.098, -0.187, 0.259], [1.629, 0.212, 0.666], [0.178, -0.541, -0.078], [-0.256, -0.221, 0.501], [-0.001, 0.599, 0.086], [-0.085, -1.042, -0.422], [0.124, -1.752, 0.929], [0.829, 1.221, -0.413], [-0.561, 0.535, -0.495], [-0.110, -1.217, 1.875], [0.544, 1.933, -0.859], [-0.885, -1.496, -0.263], [0.236, 0.176, -0.609], [2.380, -0.238, 3.679], [-1.509, -0.646, -0.061], [0.582, 0.259, 0.469], [1.486, 0.139, 0.136], [0.873, 0.503, -0.816], [1.007, 0.396, 0.477], [-0.437, -0.903, 0.381], [0.818, -1.450, 1.459], [1.154, 0.410, -0.734], [-1.732, -0.896, 0.421], [-0.995, -0.347, 1.746], [-0.063, 0.631, -3.399], [-0.351, 0.985, 2.218], [-1.007, -0.791, 1.960], [0.441, 1.160, -0.819], [-0.639, 0.579, 0.805], [-0.245, 0.081, -0.316], [0.592, 0.391, 0.161], [-0.733, -0.040, -0.336], [-0.348, 0.253, -0.240], [-1.088, 0.608, -1.227], [-0.007, -0.210, -1.480], [-0.273, -0.005, -0.327], [-0.254, -0.297, 0.140], [-0.201, -0.236, -0.097], [-0.360, 0.208, -0.046], [-0.722, -0.539, -0.269], [0.396, 1.202, -0.003], [-0.469, 0.105, -0.197], [-0.300, 0.086, 0.339], [0.040, -0.309, -0.348], [0.183, 1.384, 0.553], [1.072, 0.174, -0.582], [0.343, -0.323, -0.076], [0.150, -1.032, -0.977], [0.212, -0.142, -0.131], [-0.086, 0.161, -0.977], [-0.294, -0.470, -0.465], [0.239, 0.226, -0.102], [-0.239, -0.317, -0.514], [0.340, -0.373, -0.187], [0.561, 0.570, -1.898], [-1.587, -0.457, 2.592], [0.371, -0.248, -0.451], [0.144, 0.969, -0.382], [0.047, -0.355, 0.089]]
}